1.
Entry from the OMol25 dataset: a molecular structure, C30H22Br2N5O5PtS (wB97M-V/def2-TZVPD).

ΔE to the lowest compared entry with this formula, charge and spin = 2.247 eV
HOMO energy (alpha / beta) = -10.47 / -10.51 eV
total charge = +1
largest force on an atom = 1.263 eV Å⁻¹
2S+1 = 1
orbital gap (alpha / beta) = 6.2 / 6.1 eV
LUMO (alpha / beta) = -4.3 / -4.4 eV

The geometry in XYZ format:
```
66
Properties=species:S:1:pos:R:3:lowdin_charge:R:1
Pt -0.3457 -0.3572 0.4567 1.342
Br -2.0060 3.1571 4.0299 0.806
C -0.4213 2.1344 3.9674 -0.597
C 0.4933 2.2638 5.0278 -0.156
C 1.6672 1.5633 5.0369 -0.623
Br 2.8630 1.7675 6.4804 0.819
C 1.9804 0.6803 3.9685 -0.170
C 3.1519 -0.0985 3.8629 0.006
C 3.3340 -0.9226 2.7877 -0.003
C 2.3417 -0.9945 1.7987 -0.072
N 1.2356 -0.2872 1.8873 -0.040
C 1.0388 0.5654 2.9322 -0.146
C -0.1690 1.3155 2.8861 -0.425
O -0.9408 1.1958 1.8438 -0.259
H 0.2535 2.9342 5.8406 0.102
H 3.8993 -0.0264 4.6407 0.092
H 4.2222 -1.5261 2.6783 0.120
H 2.4315 -1.6411 0.9371 0.119
C -1.9917 3.0892 -1.5900 -0.018
C -2.6160 2.5480 -2.7027 -0.022
C -2.6421 1.1762 -2.8658 0.019
C -2.0391 0.3734 -1.9063 -0.203
N -1.4595 0.9192 -0.8204 -0.018
C -1.4097 2.2465 -0.6672 -0.080
C -1.9522 -1.0896 -1.9321 -0.195
C -2.4917 -1.8898 -2.9419 -0.016
C -2.3497 -3.2592 -2.8819 -0.058
C -1.6631 -3.8308 -1.8164 -0.053
C -1.1203 -3.0490 -0.8118 -0.119
C -1.2740 -1.6647 -0.8540 -0.273
H -1.9431 4.1568 -1.4338 0.120
H -3.0718 3.1901 -3.4439 0.122
H -3.1083 0.7247 -3.7283 0.116
H -0.9151 2.5990 0.2226 0.116
H -3.0138 -1.4361 -3.7742 0.112
H -2.7605 -3.8834 -3.6629 0.114
H -1.5410 -4.9051 -1.7685 0.115
H -0.5830 -3.5222 -0.0034 0.091
O 1.2933 -1.1810 -0.9063 -0.109
C 1.7780 -0.0471 -1.2567 -0.585
O 1.2795 1.0092 -0.8182 -0.022
C 2.9481 -0.0296 -2.1798 -0.125
C 3.3841 -1.2112 -2.7717 0.009
C 4.4666 -1.1950 -3.6349 0.022
C 5.0856 0.0193 -3.8713 -0.129
C 4.6812 1.2091 -3.2944 0.023
C 3.5926 1.1750 -2.4399 0.011
N 6.2438 0.0440 -4.7936 -0.353
O 6.5778 -1.0057 -5.2950 0.090
O 6.7788 1.1127 -4.9846 0.091
H 2.8707 -2.1379 -2.5570 0.122
H 4.8340 -2.0862 -4.1200 0.124
H 5.2082 2.1234 -3.5187 0.124
H 3.2322 2.0786 -1.9686 0.123
S -1.4204 -1.6819 2.0501 0.794
C -2.9743 -0.9215 2.1205 -0.708
N -3.8069 -0.7261 1.1152 0.072
C -5.0723 -0.1401 1.5655 -0.087
C -4.7512 0.2340 3.0291 -0.095
N -3.4917 -0.4810 3.2558 0.063
H -3.5913 -1.0393 0.1796 0.133
H -5.8711 -0.8784 1.4932 0.126
H -5.3325 0.7299 0.9673 0.125
H -5.5216 -0.0900 3.7238 0.126
H -4.5795 1.3034 3.1458 0.101
H -2.9261 -0.4035 4.0843 0.149
```

=====

2.
Entry from the OMol25 dataset: a molecular structure, C30H22BrF4N2O2PV (wB97M-V/def2-TZVPD).

ΔE to the lowest compared entry with this formula, charge and spin = 0.668 eV
HOMO energy (alpha / beta) = -7.41 / -6.93 eV
total charge = 0
largest force on an atom = 1.165 eV Å⁻¹
2S+1 = 2
⟨S²⟩ = 1.029
orbital gap (alpha / beta) = 7.2 / 6.7 eV
LUMO (alpha / beta) = -0.2 / -0.2 eV

The geometry in XYZ format:
```
63
Properties=species:S:1:pos:R:3:lowdin_charge:R:1
V 0.5119 0.1229 1.0474 0.540
C -2.7698 2.7046 1.0398 -0.017
C -2.1667 1.3410 0.9564 -0.437
O -0.8429 1.3366 1.1064 -0.243
C -2.8410 0.2018 0.7146 -0.012
C -2.1314 -1.0801 0.5552 -0.356
C -2.3267 -1.8176 -0.7428 -0.032
N -1.4383 -1.6743 1.4593 0.053
N -1.6647 -1.2840 2.7755 0.093
C -0.6279 -0.8733 3.3937 -0.446
O 0.5384 -0.5961 2.8353 -0.267
C -0.6921 -0.6512 4.8655 -0.142
C 0.2965 0.0935 5.5002 -0.028
C 0.2386 0.3115 6.8696 -0.086
C -0.8053 -0.2176 7.6125 -0.099
C -1.7912 -0.9642 6.9818 -0.088
C -1.7375 -1.1794 5.6156 -0.032
H -2.3600 3.3350 0.2489 0.077
H -3.8529 2.6689 0.9453 0.080
H -2.5101 3.1659 1.9929 0.088
H -3.9035 0.2460 0.5175 0.110
H -3.3972 -2.0136 -0.8537 0.093
H -2.0219 -1.2494 -1.6198 0.050
H -1.7972 -2.7689 -0.7237 0.068
H 1.1075 0.4941 4.9100 0.107
H 1.0115 0.8946 7.3522 0.098
H -0.8513 -0.0512 8.6811 0.098
H -2.6054 -1.3830 7.5576 0.099
H -2.5012 -1.7561 5.1136 0.107
F 6.7485 0.1193 -2.4402 0.145
C 5.4440 0.1101 -2.2044 -0.129
C 4.5487 0.3456 -3.2379 -0.129
F 4.9981 0.5781 -4.4644 0.142
C 3.1843 0.3335 -2.9804 -0.206
F 2.3750 0.5522 -4.0186 0.114
C 2.6805 0.1029 -1.7119 -0.275
P 0.8614 0.0163 -1.3064 1.021
C 0.4175 -1.4083 -2.3499 -0.364
C 0.0931 -1.3194 -3.7008 -0.090
C -0.1953 -2.4666 -4.4212 -0.065
C -0.1455 -3.7088 -3.8008 -0.071
C 0.1802 -3.8036 -2.4563 -0.075
C 0.4497 -2.6551 -1.7289 -0.121
C 0.1907 1.5076 -2.0958 -0.351
C -1.1178 1.5201 -2.5660 -0.089
C -1.6852 2.7005 -3.0209 -0.068
C -0.9542 3.8777 -2.9995 -0.078
C 0.3474 3.8742 -2.5190 -0.070
C 0.9148 2.6963 -2.0646 -0.085
C 3.6070 -0.1298 -0.6938 -0.514
Br 3.0389 -0.4692 1.0975 0.993
C 4.9688 -0.1336 -0.9224 -0.260
F 5.8442 -0.3588 0.0510 0.096
H 0.0606 -0.3549 -4.1900 0.102
H -0.4559 -2.3923 -5.4669 0.106
H -0.3697 -4.6031 -4.3675 0.105
H 0.2054 -4.7677 -1.9684 0.110
H 0.6518 -2.7268 -0.6623 0.106
H -1.7041 0.6129 -2.5804 0.095
H -2.7022 2.6955 -3.3865 0.108
H -1.3980 4.7977 -3.3541 0.105
H 0.9207 4.7901 -2.4948 0.106
H 1.9287 2.7114 -1.6810 0.111
```

=====

3.
Entry from the OMol25 dataset: a molecular structure, C30H22ClINO8PSZn (wB97M-V/def2-TZVPD).

ΔE to the lowest compared entry with this formula, charge and spin = 0.000 eV
HOMO energy = -1.14 eV
total charge = -2
largest force on an atom = 0.541 eV Å⁻¹
2S+1 = 1
orbital gap = 4.6 eV
LUMO = 3.4 eV

The geometry in XYZ format:
```
66
Properties=species:S:1:pos:R:3:lowdin_charge:R:1
Zn -0.0583 -0.6698 0.4602 0.534
O -0.0649 0.7484 3.5022 -0.598
S -1.0892 0.0082 2.7366 0.242
O -2.3395 -0.1192 3.4405 -0.334
O -1.2445 0.6952 1.3840 -0.440
O -0.4997 -1.3420 2.3379 -0.465
I 2.1491 0.5620 2.2059 1.288
C 4.0444 0.2503 1.3374 -0.586
C 5.0184 0.2399 2.3125 -0.210
C 6.3894 0.1136 2.0269 -0.105
C 6.7802 0.0268 0.7311 -0.070
C 5.8217 0.0335 -0.3116 -0.174
C 6.3145 -0.0139 -1.6359 -0.056
C 5.4612 0.0058 -2.6903 -0.068
C 4.0814 0.0226 -2.4434 -0.101
C 3.5330 0.0363 -1.1834 -0.250
P 1.6644 -0.1027 -1.3094 1.045
C 1.2671 1.2861 -2.3258 -0.399
C -0.1078 1.3328 -2.9713 -0.431
C -0.0234 2.2129 -4.1953 -0.134
C 0.8082 3.2725 -4.2240 -0.163
C 1.7986 3.4977 -3.2113 -0.164
C 2.0457 2.4524 -2.3486 -0.169
C 1.5658 -1.5635 -2.4521 -0.347
C 1.6069 -2.8481 -1.9213 -0.100
C 1.5105 -3.9589 -2.7433 -0.089
C 1.3545 -3.7967 -4.1151 -0.105
C 1.2993 -2.5197 -4.6521 -0.091
C 1.4033 -1.4097 -3.8230 -0.104
C 4.4149 0.0984 -0.0442 -0.166
H 4.7213 0.3479 3.3462 0.060
H 7.1128 0.1047 2.8327 0.094
H 7.8277 -0.0433 0.4615 0.100
H 7.3882 -0.0517 -1.7816 0.102
H 5.8249 -0.0052 -3.7098 0.101
H 3.4152 0.0344 -3.2930 0.094
H -0.4034 0.3216 -3.2729 0.077
H -0.7392 2.0505 -4.9915 0.073
H 0.7615 3.9480 -5.0746 0.081
H 2.4423 4.3655 -3.2369 0.059
H 2.9186 2.5155 -1.7071 0.095
H 1.6945 -2.9814 -0.8475 0.107
H 1.5338 -4.9518 -2.3120 0.098
H 1.2541 -4.6631 -4.7576 0.093
H 1.1586 -2.3835 -5.7178 0.099
H 1.3404 -0.4040 -4.2302 0.099
Cl -2.7770 2.1056 -2.7474 0.490
C -1.1562 1.8123 -1.9608 -0.499
H -0.8541 2.7526 -1.5059 0.085
H -1.3640 1.0735 -1.1896 0.030
O -2.1096 -3.2109 -0.1065 0.056
C -1.7507 -2.5594 -1.0724 -0.588
O -1.0013 -1.5185 -1.1050 -0.134
C -2.1704 -3.0364 -2.4656 -0.092
C -2.0317 -2.2176 -3.5796 0.009
C -2.3773 -2.6810 -4.8402 0.010
C -2.8479 -3.9755 -4.9492 -0.158
C -3.0053 -4.8170 -3.8609 -0.006
C -2.6688 -4.3281 -2.6107 -0.003
N -3.1964 -4.4927 -6.2946 -0.357
O -3.6099 -5.6361 -6.3774 0.043
O -3.0646 -3.7474 -7.2467 0.053
H -1.6407 -1.2208 -3.4488 0.098
H -2.2715 -2.0630 -5.7190 0.118
H -3.3814 -5.8189 -4.0018 0.109
H -2.7760 -4.9328 -1.7203 0.116
```

=====

4.
Entry from the OMol25 dataset: a molecular structure, C30H22IN8O4Ru (wB97M-V/def2-TZVPD).

ΔE to the lowest compared entry with this formula, charge and spin = 2.329 eV
HOMO energy (alpha / beta) = -7.35 / -8.21 eV
total charge = 0
largest force on an atom = 3.725 eV Å⁻¹
2S+1 = 6
⟨S²⟩ = 8.795
orbital gap (alpha / beta) = 6.2 / 6.1 eV
LUMO (alpha / beta) = -1.2 / -2.1 eV

The geometry in XYZ format:
```
66
Properties=species:S:1:pos:R:3:lowdin_charge:R:1
Ru -2.0161 0.2650 0.2035 1.279
C -2.9663 -1.5148 -3.9550 -0.129
C -3.0735 -0.9656 -2.6728 -0.130
N -2.0294 -0.3650 -2.1659 0.026
C -0.7096 -0.3121 -2.8661 -0.413
C -0.6769 -1.2259 -4.0821 -0.046
N -1.7924 -1.6898 -4.5126 0.072
C 0.3550 -0.6004 -1.8820 -0.212
C 1.6797 -0.7024 -2.2961 0.047
C 2.7003 -0.8152 -1.3906 -0.140
C 2.3203 -1.2213 -0.0986 0.073
C 1.0077 -1.1202 0.2704 -0.183
N 0.0132 -0.8201 -0.6123 0.109
C 0.4816 -1.1528 1.6295 -0.219
C 1.4067 -1.3141 2.6809 -0.055
N 1.0175 -1.3657 3.9556 0.107
C -0.2961 -1.1713 4.1940 -0.105
C -1.2348 -1.0191 3.1531 -0.088
N -0.7651 -0.8815 1.9189 0.040
C 4.0780 -0.7483 -1.8496 -0.182
C 4.4859 -1.3269 -3.0549 -0.007
C 5.8417 -1.1887 -3.4274 -0.119
N 6.8125 -0.6210 -2.6792 0.057
C 6.3958 -0.1222 -1.5527 -0.135
C 5.0479 -0.1124 -1.0459 0.050
H -3.7896 -1.9788 -4.5610 0.133
H -3.9599 -1.0317 -2.1723 0.065
H 0.1841 -1.6953 -4.4680 0.111
H 1.9894 -0.5930 -3.3324 0.124
H 3.1557 -1.4834 0.5575 0.138
H 2.4407 -1.4614 2.5423 0.103
H -0.6163 -1.1641 5.2449 0.111
H -2.3068 -0.8222 3.3761 0.117
H 3.7598 -1.6904 -3.8098 0.118
H 6.1655 -1.5229 -4.3993 0.098
H 7.2528 0.2406 -1.0359 0.099
H 4.7788 0.3999 -0.1234 0.100
O 3.3022 1.9142 0.9123 0.144
C 2.9285 1.6214 2.0908 -0.581
O 3.7115 1.2090 2.9044 0.104
C 1.5078 1.8434 2.3722 -0.072
C 1.0477 1.8589 3.6586 -0.031
N -0.2767 2.1622 3.6461 0.022
N -0.7054 2.4036 2.3980 0.119
C 0.3188 2.1193 1.6070 -0.169
C 0.2241 2.1862 0.1287 -0.642
O 1.2064 2.1785 -0.6159 0.043
O -0.9286 2.1745 -0.3293 -0.119
H 2.5557 2.1228 0.3066 0.064
H 1.6494 1.9425 4.5714 0.152
H -0.8766 2.2891 4.4461 0.158
C -6.5295 -0.1571 2.4655 -0.080
C -6.1927 -0.8291 1.2634 -0.110
C -4.9078 -0.7050 0.6654 -0.163
C -3.9518 0.2203 1.1364 -0.323
C -4.2868 0.9731 2.2446 -0.189
C -5.5416 0.7975 2.8640 -0.113
H -7.5151 -0.1607 2.9631 0.100
H -6.8996 -1.4875 0.7619 0.087
H -4.6711 -1.3065 -0.2508 0.063
H -3.5455 1.6523 2.7744 0.089
H -5.6739 1.3214 3.7739 0.071
I -2.2046 2.0154 -4.5117 0.840
C -0.5893 1.2424 -3.3583 -0.543
H 0.3320 1.3593 -4.0221 0.077
H -0.6252 1.9532 -2.5476 -0.011
```

=====

Number 1: M 919.49 g/mol. Number 2: M 680.33 g/mol. Number 3: M 815.29 g/mol. Number 4: M 786.53 g/mol.